No. 1
C3H4N2S | ωB97M-V with the def2-TZVPD basis set

The frontier orbital gap comes out at 9.890 eV. As for the relative energy (zero: lowest compared OMol25 entry of this formula, charge and spin): 0.588 eV. Its SMILES is Sc1cnc[nH]1.

Geometry as ORCA input:
```
! RIJCOSX wB97M-V def2-TZVPD def2/J DEFGRID3
* xyz 0 1
S -2.40 0.08 -0.21
C -0.60 0.14 -0.14
C 0.22 1.21 -0.10
N 1.52 0.84 -0.09
C 1.51 -0.48 -0.18
N 0.27 -0.95 -0.13
H -2.73 0.00 1.05
H -0.05 2.24 -0.18
H 2.29 -1.19 -0.10
H -0.02 -1.88 0.07
*
```

No. 2
C3H4N2S | ωB97M-V with the def2-TZVPD basis set

The frontier orbital gap (spin up / spin down) comes out at 7.121 / 7.105 eV. As for the relative energy (zero: lowest compared OMol25 entry of this formula, charge and spin): 5.091 eV.

Geometry as ORCA input:
```
! RIJCOSX wB97M-V def2-TZVPD def2/J DEFGRID3
* xyz 0 1
C 2.45 0.42 -0.34
C -0.90 -0.57 0.82
C -1.38 0.23 -0.39
N 3.32 0.32 0.48
N 1.55 0.68 -1.14
S -0.04 -0.92 -0.74
H -0.35 -0.06 1.48
H -1.49 -1.48 1.20
H -2.23 0.17 -1.01
H -0.94 1.21 -0.36
*
```

No. 3
C3H4N2S | ωB97M-V with the def2-TZVPD basis set

The frontier orbital gap comes out at 8.009 eV. As for the relative energy (zero: lowest compared OMol25 entry of this formula, charge and spin): 4.002 eV.

Geometry as ORCA input:
```
! RIJCOSX wB97M-V def2-TZVPD def2/J DEFGRID3
* xyz 0 1
C 0.72 1.19 0.69
C 0.14 0.93 -0.49
C -0.21 -0.65 1.36
N 0.56 0.26 1.70
N -0.14 -1.58 -1.18
S -0.92 -0.54 -0.35
H 1.31 2.13 0.96
H 0.12 1.40 -1.41
H -0.46 -1.38 2.17
H -0.65 -2.41 -1.00
*
```

No. 4
C3H4N2S | ωB97M-V with the def2-TZVPD basis set

The frontier orbital gap (spin up / spin down) comes out at 6.703 / 6.709 eV. As for the relative energy (zero: lowest compared OMol25 entry of this formula, charge and spin): 2.775 eV.

Geometry as ORCA input:
```
! RIJCOSX wB97M-V def2-TZVPD def2/J DEFGRID3
* xyz 2 1
C -2.14 -0.57 0.84
C -0.26 -0.22 0.16
C 1.15 1.53 -0.84
N -1.48 0.32 0.27
N -0.14 -1.51 0.60
S -1.53 -2.06 1.35
H 0.43 2.25 -1.26
H 1.35 0.74 -1.59
H 2.02 1.73 -0.09
H 0.60 -2.21 0.57
*
```

No. 5
C3H4N2S2 | ωB97M-V with the def2-TZVPD basis set

The frontier orbital gap comes out at 8.509 eV. As for the relative energy (zero: lowest compared OMol25 entry of this formula, charge and spin): 1.461 eV. Its SMILES is S=C1CSC=NN1.

Geometry as ORCA input:
```
! RIJCOSX wB97M-V def2-TZVPD def2/J DEFGRID3
* xyz 0 1
S 0.81 -2.59 0.36
C 0.35 -1.02 0.06
C 0.67 0.02 1.01
S 0.88 1.64 0.25
C -0.60 1.53 -0.67
N -1.09 0.44 -1.12
N -0.46 -0.75 -0.94
H -0.17 0.10 1.73
H 1.53 -0.27 1.64
H -1.10 2.47 -0.92
H -0.83 -1.57 -1.39
*
```

No. 6
C3H4N3 | ωB97M-V with the def2-TZVPD basis set

The frontier orbital gap comes out at 9.591 eV. As for the relative energy (zero: lowest compared OMol25 entry of this formula, charge and spin): 4.485 eV. Its SMILES is C#CN=[N+]=NC.

Geometry as ORCA input:
```
! RIJCOSX wB97M-V def2-TZVPD def2/J DEFGRID3
* xyz 1 1
C -4.23 0.03 0.43
C -3.15 -0.19 0.04
N -1.89 -0.71 -0.67
N -0.82 -0.45 -0.30
N 0.34 -0.23 -0.24
C 1.47 -0.74 0.32
H -5.26 0.28 0.62
H 1.75 -1.53 -0.27
H 1.26 -1.11 1.30
H 2.22 0.00 0.10
*
```